This record from the OMol25 dataset describes a 2-piece molecular cluster, C18H24O3 overall. The level of theory is ωB97M-V/def2-TZVPD.

CARTESIAN COORDINATES (ANGSTROEM)
H: -1.29 2.95 -1.47
H: -3.26 -0.79 3.11
H: -0.49 -1.75 0.58
C: -2.06 1.24 1.14
C: 0.70 0.20 -1.78
H: 3.98 -1.87 -2.37
C: -1.13 -1.12 1.22
C: 1.98 0.77 -1.54
H: 0.10 2.72 -0.41
H: 4.11 0.49 -1.54
H: 0.34 2.84 -2.17
C: 3.07 -1.29 -2.22
O: -1.98 2.46 1.06
H: -4.09 0.79 0.66
C: 0.38 0.81 1.25
C: -1.79 0.52 -2.08
H: -1.84 0.76 -3.16
H: 1.75 -2.87 -2.89
O: 0.76 1.97 1.37
C: 3.14 0.03 -1.77
H: 4.52 -0.67 1.92
H: 3.21 -1.64 2.62
O: 1.25 -0.21 1.45
H: -2.55 -2.66 1.68
C: 3.47 -0.99 1.79
C: 2.59 0.23 1.76
C: -2.58 -1.66 1.23
C: -0.32 2.45 -1.38
H: -1.96 -0.56 -1.98
C: 1.82 -1.85 -2.52
C: -3.45 0.67 1.55
H: 2.59 0.75 2.73
H: 2.06 1.81 -1.24
H: -0.31 -1.54 -2.62
H: 3.40 -1.56 0.86
C: -0.48 0.98 -1.55
H: -2.61 1.06 -1.59
H: -2.95 -1.77 0.20
C: -3.51 -0.76 2.04
C: -0.96 0.30 0.85
C: 0.65 -1.12 -2.31
H: -0.76 -1.27 2.26
H: -4.53 -1.14 1.96
H: -3.88 1.34 2.31
H: 2.92 0.94 0.99

The value obtained for the maximum force is 2.1 eV/Å. Its energy above the lowest of the compared OMol25 structures with the same formula, charge and spin is 66.5 kJ/mol. The value obtained for the total energy is -925.95075 a.u. The total charge is 0. As for the gap between HOMO and LUMO: 0.2472 hartree. As for the spin multiplicity: 1. For the HOMO energy, the calculation gives -7.7995 eV.

Löwdin population analysis, charges in e, atoms 1 to 2: H 0.092; H 0.116

***

This record from the OMol25 dataset describes C18H25AlBr39F3OP as an isolated structure. The level of theory is ωB97M-V/def2-TZVPD.

CARTESIAN COORDINATES (ANGSTROEM)
H: -6.15 0.40 -3.55
Br: 0.70 1.50 14.10
H: -8.55 1.47 -4.79
Br: 0.66 1.32 9.69
Br: 8.32 -4.12 1.15
H: -4.88 3.25 -7.27
Br: -6.48 -0.17 1.07
Br: 8.49 -0.53 7.44
H: 2.70 0.92 0.09
F: -0.11 5.26 -5.52
C: 6.90 -2.83 1.27
Br: -4.69 1.29 -1.11
F: -0.44 3.09 -5.19
H: -7.99 2.12 -6.30
C: -5.58 0.98 -4.27
Br: 5.52 -4.04 -1.94
Br: -1.85 -1.92 0.37
H: -3.04 3.07 4.90
Br: 7.00 3.44 7.38
H: -5.48 5.46 -5.89
Br: -1.48 -5.62 -8.99
H: -3.41 4.41 -3.86
Br: 9.49 -3.17 5.95
Br: 8.25 5.45 5.23
Br: -1.73 -0.45 13.38
Br: 5.04 1.57 0.57
Br: 7.33 -1.40 2.48
C: 8.28 3.66 5.94
Br: 1.22 -1.62 13.69
C: 3.55 0.36 0.46
H: 9.26 3.50 6.36
Br: -2.77 -6.03 -3.54
Br: 3.88 -1.08 -0.79
C: 4.67 -4.03 -3.67
Br: 2.09 0.83 -1.44
Br: -2.47 -5.00 0.00
C: -8.10 2.35 -5.24
C: -0.95 4.33 -5.01
Br: -2.55 -2.68 -8.36
Br: -3.50 -3.48 2.61
Br: 0.88 2.39 1.05
Br: 8.02 2.34 4.57
H: -1.03 -4.97 -4.95
H: -4.91 0.69 -6.32
C: -5.55 0.20 -5.60
Br: 0.28 -6.83 -3.98
C: -2.12 -3.60 1.27
C: -3.23 3.89 -4.80
C: 8.05 -1.91 6.15
C: 0.09 1.05 7.86
H: -0.34 -3.44 -9.18
C: -1.00 -5.39 -3.95
O: -2.15 4.50 -5.56
H: -1.20 -3.83 1.77
F: -0.93 4.53 -3.64
H: 5.00 -3.14 -4.17
H: 0.33 0.07 12.12
C: -1.01 -3.83 -8.44
C: -4.99 -0.35 -0.15
Br: 5.22 -3.65 1.74
H: -8.73 3.22 -5.11
P: -6.46 2.64 -4.40
C: 1.80 2.56 -0.64
H: -4.11 -0.54 0.44
H: 7.92 -1.42 5.20
Br: -0.46 -3.96 -2.78
Br: 3.07 -0.34 2.19
Br: 5.22 -5.53 -4.75
H: 6.77 -2.39 0.29
Br: 0.56 -0.70 7.22
H: -3.01 2.85 -4.56
H: 1.16 3.12 -1.31
Br: 6.39 -2.78 6.57
Br: -2.56 4.82 3.21
Br: -5.21 -1.84 -1.35
Al: -5.03 3.92 -5.81
Br: 2.76 -3.92 -3.49
C: -2.63 3.02 3.90
Br: -0.88 2.24 4.08
Br: -3.80 1.91 2.86
Br: 3.45 3.55 -0.46
Br: -0.05 -3.84 -6.76
H: -4.58 1.18 -3.93
H: -6.56 0.18 -6.00
Br: -1.79 1.40 7.65
C: 0.16 -0.10 13.17
H: -5.19 -0.81 -5.42
H: 0.62 1.77 7.26

The value obtained for the maximum force is 8.4 eV/Å. The value obtained for the total energy is -102045.79489 a.u. The total charge is -1. As for the gap between HOMO and LUMO: 0.1658 hartree. As for the spin multiplicity: 1. For the HOMO energy, the calculation gives -3.8237 eV.

Löwdin population analysis, charges in e, atoms 1 to 2: H 0.006; Br 0.559

***

This record from the OMol25 dataset describes C18H25BN8O3Ti as an isolated structure. The level of theory is ωB97M-V/def2-TZVPD.

CARTESIAN COORDINATES (ANGSTROEM)
N: -1.54 -0.09 -3.61
H: 1.02 -1.85 3.67
O: 3.56 -0.26 3.59
H: 1.38 2.39 3.21
H: -0.13 3.14 4.90
C: -0.44 -0.97 4.98
N: 0.72 0.06 0.85
N: -1.66 -0.29 -2.26
C: 2.03 0.29 0.58
H: -2.55 -1.67 1.22
N: 0.33 1.75 -2.15
B: -0.14 0.31 -4.22
H: 1.71 -0.97 5.02
H: 0.66 4.88 -3.09
C: 0.20 0.19 2.13
N: 2.92 0.50 1.55
C: 1.69 -2.47 -2.59
C: 0.54 3.81 -3.00
C: -0.20 2.08 4.63
C: 1.11 1.67 3.99
C: -2.94 -0.60 -2.00
C: 0.39 2.89 -4.05
C: -3.08 -2.64 1.28
H: -0.40 1.52 5.54
O: 2.39 0.30 -0.67
C: -2.74 -0.29 -4.20
H: -0.39 -0.47 5.95
H: 2.56 -3.62 -4.26
H: 1.46 -1.58 -5.75
H: 0.37 3.04 -5.12
H: -4.03 -2.50 1.70
H: 1.89 -3.00 -1.67
N: 0.97 -1.30 -2.56
H: -3.26 -0.79 -0.97
H: -0.72 -2.02 5.16
C: 1.45 -1.74 -4.69
N: 0.82 -0.88 -3.88
H: -1.03 1.95 3.93
H: 0.54 3.37 -0.79
O: -1.03 0.25 2.24
H: 1.91 1.70 4.74
H: 3.90 0.50 1.27
H: -1.22 -0.51 4.36
H: -2.82 -0.17 -5.27
C: 2.64 0.10 2.87
Ti: 0.55 0.06 -1.16
C: 1.18 0.26 3.32
H: -2.49 -3.32 1.92
H: -3.16 -3.07 0.28
C: -3.65 -0.61 -3.21
C: 2.00 -2.77 -3.91
N: 0.26 1.66 -3.54
C: 0.90 -0.94 4.28
H: -0.23 0.45 -5.41
C: 0.50 3.07 -1.82
H: -4.69 -0.83 -3.33

The value obtained for the maximum force is 3.6 eV/Å. Its energy above the lowest of the compared OMol25 structures with the same formula, charge and spin is 0.0 kJ/mol. The value obtained for the total energy is -2238.57586 a.u. The total charge is +2. As for the gap between HOMO and LUMO: 0.2235 hartree. As for the spin multiplicity: 1. For the HOMO energy, the calculation gives -15.2431 eV.

Löwdin population analysis, charges in e, atoms 1 to 2: N -0.050; H 0.131

***

This record from the OMol25 dataset describes C18H25Br12INO6P2 as an isolated structure. The level of theory is ωB97M-V/def2-TZVPD.

CARTESIAN COORDINATES (ANGSTROEM)
Br: -2.32 4.69 5.66
O: 1.70 1.59 0.11
P: -1.66 -0.12 0.36
C: 2.34 -2.62 -1.32
C: -0.58 -3.48 -0.49
H: -2.56 3.37 2.09
Br: 5.84 -3.26 -2.55
Br: 5.76 -5.54 0.55
Br: -2.29 2.09 3.78
C: 1.60 -1.85 -0.19
Br: -0.80 -3.31 -3.76
H: -4.81 -0.66 -0.71
H: -3.95 2.82 5.49
C: -1.42 -2.23 -5.26
Br: 3.85 -3.00 1.10
H: -0.84 4.19 2.13
H: -1.52 6.24 -1.43
C: 6.63 -1.72 -3.42
H: 6.33 -3.17 1.07
C: 5.56 -3.84 1.47
H: 2.14 -4.34 -2.88
O: -2.40 0.88 -0.88
C: -1.62 3.65 1.50
H: -1.28 -2.10 1.95
H: -3.84 -2.73 1.22
H: -2.12 -1.22 -0.46
O: 0.98 1.93 2.59
Br: 5.49 -0.15 -3.27
C: -1.22 5.39 -0.73
I: -0.27 2.30 -2.61
Br: -0.89 -0.38 -5.07
H: 0.15 -0.90 2.06
C: -4.00 -1.72 0.70
Br: -2.26 1.76 6.98
N: -4.76 -1.64 -0.39
C: -0.59 -1.40 1.34
O: 1.48 4.09 0.98
C: -3.29 -0.40 1.33
P: 0.81 2.51 0.95
H: -3.44 4.77 0.17
Br: 7.10 -2.10 -5.26
H: -2.50 -2.26 -5.24
C: -1.64 2.14 -0.87
H: -0.39 -5.12 -2.14
Br: -0.86 -2.98 -6.97
H: -3.16 -0.48 2.47
C: -1.05 2.44 0.60
H: 7.55 -1.49 -2.89
C: 0.17 -4.26 -1.62
O: -1.40 1.25 1.42
C: -2.86 2.84 5.48
H: 2.15 -0.99 0.30
C: -2.28 4.86 0.46
H: -0.14 5.05 -0.74
Br: 5.89 -4.01 3.38
H: 1.68 4.35 1.91
C: 1.61 -3.79 -2.02
H: -4.02 0.47 1.08
H: -2.48 2.83 -1.28
H: -0.43 0.13 -0.37
O: -1.64 6.23 0.57
C: 0.16 -2.27 0.20
H: -1.64 -3.75 -0.15
H: 3.40 -2.27 -1.61
H: 0.82 2.71 3.16

The value obtained for the maximum force is 5.1 eV/Å. The value obtained for the total energy is -33075.31803 a.u. The total charge is -1. As for the gap between HOMO and LUMO: 0.2513 hartree. As for the spin multiplicity: 1. For the HOMO energy, the calculation gives -5.2838 eV.

Löwdin population analysis, charges in e, atoms 1 to 2: Br 0.546; O -0.372